The following is a quantum chemistry calculation of a molecular structure, C44H45GeN6O3S3Tl in a non-equilibrium geometry, from the OMol25 dataset.

```
103
C44H45GeN6O3S3Tl (ωB97M-V/def2-TZVPD)
H -3.737 8.431 3.259
C -5.524 -8.368 1.064
H -7.295 -9.593 1.572
H -1.149 4.827 6.063
H 4.975 0.878 -6.703
O -4.374 -8.133 1.353
C -3.674 -4.452 1.079
H 6.142 -4.223 -4.201
H 0.774 2.494 5.568
H 0.745 -1.518 -5.696
C -5.209 -5.976 0.009
C -6.230 -9.691 1.360
C 3.019 -1.458 1.248
S -6.484 -7.182 0.149
C -0.481 4.028 6.434
C 2.062 -1.127 2.300
Ge 1.061 -0.917 -4.274
C 5.608 -3.550 -4.851
C -0.903 1.204 -3.796
H -3.668 -3.964 -2.280
C -3.307 -3.878 -0.166
C 0.667 3.351 1.901
C -0.844 6.843 1.252
C 1.498 -0.458 4.572
H -4.106 1.233 -2.648
N 1.270 3.457 3.080
H 0.293 4.495 7.030
C -3.134 0.850 -2.975
H 3.484 -0.977 3.959
C -1.686 6.028 2.012
N 0.760 -1.014 1.960
C 0.106 3.287 5.239
C -3.922 -4.420 -1.321
H -5.444 -5.782 -2.113
N -0.354 4.097 1.441
C -0.671 -0.163 -3.714
H 5.296 -2.243 -2.622
H 1.774 -0.161 5.578
C -2.355 -2.839 -0.257
C 0.168 -0.386 4.175
N 4.381 -2.497 -2.975
C -4.614 -5.467 1.163
S 1.546 2.351 0.678
H 2.011 2.775 3.235
C 4.443 -1.729 1.605
C 2.487 0.392 -4.474
Tl 0.340 -0.782 -0.464
H 3.583 -3.977 -4.097
H -3.499 5.951 3.161
H -5.701 -10.168 2.182
H 3.764 -2.470 -4.949
H 5.374 -4.121 -5.753
N 2.604 -1.527 -0.022
C -2.088 8.792 1.916
H 4.522 2.401 -2.700
H -4.927 -5.914 2.127
C 4.150 1.794 -3.520
H 2.706 -0.153 -6.553
H -1.188 -0.621 2.506
S 1.699 -2.597 -2.807
C 4.885 1.684 -4.698
H -0.716 2.817 4.672
H -3.201 -4.038 1.958
C 0.132 1.624 -0.204
H 1.729 4.673 4.675
H 6.213 -2.697 -5.138
C -4.892 -5.403 -1.234
C 3.145 0.388 -5.693
H -0.396 8.816 0.559
C -2.131 1.715 -3.404
H -0.110 1.880 -4.126
H -0.605 -0.019 4.856
H -1.074 3.368 7.068
C 3.334 -2.220 -2.151
O -0.932 2.060 -0.554
H 2.339 1.279 -2.508
H 5.051 -1.933 0.729
C 4.395 0.958 -5.779
C -2.937 7.963 2.658
C 4.264 -3.137 -4.237
C 2.441 -0.863 3.645
H 0.168 5.006 3.902
H -0.017 6.451 0.653
H -1.531 -2.100 -3.183
H -2.337 2.797 -3.418
O -2.286 3.823 2.713
C -1.072 8.205 1.188
C 2.952 1.145 -3.407
H -3.800 -1.206 -2.825
H 4.516 -2.593 2.274
C -1.451 -2.005 -0.222
H -2.228 9.866 1.906
N 3.608 -1.759 -0.923
H 5.840 2.208 -4.750
C -1.532 4.600 2.170
H 4.914 -0.905 2.142
C -0.154 -0.681 2.865
C -2.782 6.602 2.636
C -2.957 -0.525 -3.007
H -6.123 -10.319 0.474
C 0.831 4.198 4.261
C -1.707 -1.021 -3.309
H -0.529 3.832 0.467
```

Frontier orbital gap (eV): 5.7
Net charge: +2
DFT total energy (hartree): -5701.25715
2S+1: 1

Löwdin atomic charge list, values in e, 5 entries:
1. H 0.1297
2. C -0.7248
3. H 0.0784
4. H 0.0878
5. H 0.1203

=====

The following is a quantum chemistry calculation of 2 unconnected molecules or ions with the total composition C44H45N3O5P in a non-equilibrium geometry, from the OMol25 dataset.

```
98
C44H45N3O5P (ωB97M-V/def2-TZVPD)
C -3.393 3.367 0.235
O 7.172 4.384 -0.726
H -5.216 1.242 1.262
O 7.700 2.262 -0.531
H 1.668 -1.261 1.553
H 3.414 0.195 0.075
H -0.985 6.483 -1.672
C 1.026 -7.715 -0.701
H -0.773 6.833 0.787
C 4.529 3.907 -0.422
C 2.724 2.264 -0.079
H -3.580 2.972 1.254
H -1.773 5.008 -2.311
H 0.254 -8.219 -1.284
C -3.417 7.050 -0.281
C 0.987 -6.324 -0.589
H 6.875 -1.834 -1.663
H 3.803 -8.320 1.184
C 1.343 -3.961 4.328
H -1.425 1.726 0.349
C 1.522 -4.351 2.999
H -4.765 -3.227 -1.962
C -1.034 2.730 0.152
C -5.405 2.136 -0.682
C 3.908 -3.500 -1.586
H 1.159 -2.304 5.700
H 5.840 0.762 -0.206
C 3.725 1.234 -0.059
C 5.949 -2.246 -1.266
C -1.717 5.129 -0.152
H 3.239 -4.075 -2.229
C -0.896 5.760 0.979
N -1.974 3.695 0.073
C 1.686 -3.380 1.998
H -9.233 1.618 -0.303
H 2.491 4.446 -0.281
C 1.957 -5.638 0.157
C 1.331 1.965 0.066
C 3.189 3.609 -0.262
O -5.260 4.990 0.217
C -7.292 1.361 0.616
C -3.915 2.377 -0.807
C -8.158 1.767 -0.407
H -7.680 0.904 1.528
P 1.911 -3.828 0.260
H -3.972 -1.667 -1.772
H 1.360 -0.569 3.910
H -2.859 -4.476 -1.360
C 3.016 -7.763 0.677
H 6.270 -1.447 0.716
H 5.371 -3.188 -3.130
O -1.020 -4.172 0.364
C 5.105 -2.995 -2.092
H -2.961 7.665 0.505
H 1.036 -2.433 -1.610
C -2.831 -3.392 -1.180
C -6.270 2.550 -1.699
N -3.079 5.656 -0.115
H 0.641 3.966 -0.179
H -1.432 5.618 1.928
H -5.844 3.038 -2.578
H 1.042 0.924 0.229
C -1.104 5.401 -1.532
H -8.311 2.705 -2.363
C 0.760 -3.091 -0.797
H -3.084 7.425 -1.257
C 5.066 1.527 -0.215
C 3.550 -3.258 -0.251
H 1.242 -4.725 5.099
H 2.066 -9.520 -0.155
H -4.505 7.142 -0.217
C 5.606 -2.022 0.069
H -3.529 -2.741 -3.134
H 4.146 -2.341 1.626
N 6.853 3.183 -0.560
C 5.478 2.868 -0.398
H -0.129 4.922 -1.643
H 4.871 4.929 -0.567
C -5.913 1.543 0.475
H -3.356 1.437 -0.681
H -3.681 2.781 -1.805
C 2.986 -6.369 0.779
C 1.597 -2.018 2.336
C 4.408 -2.523 0.583
H 3.759 -5.848 1.348
C 1.410 -1.631 3.665
H 0.188 -5.765 -1.071
O -1.507 -2.890 -1.449
C 1.294 -2.605 4.662
C -7.647 2.368 -1.565
H -3.093 -3.194 -0.133
C 2.040 -8.435 -0.066
C -3.817 -2.704 -2.080
C 0.333 2.939 0.006
C -0.623 -3.428 -0.556
C -4.061 4.738 0.120
H 1.533 -5.409 2.737
H 0.090 5.301 1.067
```

Frontier orbital gap (eV): 4.2
Net charge: +1
DFT total energy (hartree): -2585.15807
2S+1: 1

Löwdin atomic charge list, values in e, 5 entries:
1. C -0.1520
2. O 0.0809
3. H 0.1142
4. O 0.0835
5. H 0.0849

=====

The following is a quantum chemistry calculation of a molecular structure, C44H46AsBrCaClF6N5O5Si, from the OMol25 dataset.

```
111
C44H46AsBrCaClF6N5O5Si (ωB97M-V/def2-TZVPD)
H 1.323 4.691 0.307
As 2.160 2.368 0.050
C 0.199 2.358 6.536
C -3.348 -0.463 -2.556
Br -0.573 7.728 -2.869
H -6.244 -1.163 -4.133
O -1.384 -4.772 0.601
H -0.632 -0.814 -6.231
C -0.118 -5.094 0.965
C 3.285 -1.386 -1.223
C -5.224 -0.833 -3.981
O -1.180 -2.993 -2.519
C 0.251 -0.372 -5.765
C -2.520 -0.030 3.853
H 1.529 -2.540 1.218
C 1.358 1.665 -3.799
H 3.068 -5.511 -0.103
Cl 3.969 -6.192 2.534
H -1.872 -2.078 1.249
C 1.706 -2.070 2.174
C -1.730 3.802 -0.618
H 3.553 1.640 1.982
H -0.826 -5.495 4.279
N 0.941 -1.008 2.601
H -2.785 -0.027 4.904
C 2.657 -2.370 3.101
Ca -0.326 -0.177 -1.040
F 2.735 -2.656 -1.009
C -1.018 4.916 -2.632
H -1.356 2.790 -2.458
O 0.841 2.058 2.981
H -2.687 -2.163 3.592
F -2.813 -0.542 -1.300
H 1.878 0.924 -3.193
H 3.811 0.566 0.537
C -1.087 -5.147 3.279
H 3.439 -3.109 3.118
H 0.954 -0.926 6.356
H -2.729 -4.386 -0.833
C 0.354 2.695 5.207
C -1.373 3.757 -1.964
C -2.505 0.042 -3.569
C -4.452 -0.360 -5.031
N -1.729 -0.036 1.180
H 3.601 1.912 -1.945
C -4.640 -0.883 -2.716
N -2.051 2.581 0.008
H 0.782 -1.166 -5.237
H -2.185 2.093 3.735
F 4.727 -2.314 -2.838
H 1.360 3.810 1.885
C -2.026 -1.170 1.817
H 0.185 3.714 4.872
H 2.950 3.567 -2.017
H 0.905 0.011 -6.555
N 2.459 -1.469 4.124
C 0.060 -5.347 2.332
C 2.383 -5.781 1.909
H -5.175 -1.252 -1.850
C 2.220 -5.509 0.567
C -1.038 -3.180 -1.311
Si -0.212 0.985 -4.547
H -2.584 0.408 -5.692
C 1.412 -0.658 3.780
H -1.338 -5.316 -1.405
H 3.025 -1.347 4.944
H -0.176 3.203 -5.721
C -1.646 -4.484 -0.767
C -2.198 1.148 3.209
C -3.143 0.059 -4.835
C 0.799 0.103 6.040
F 2.051 -0.553 -1.329
C 3.388 2.810 -1.370
H -4.870 -0.318 -6.031
H 2.866 4.484 1.188
H -2.098 5.070 1.073
C -1.782 5.028 0.038
F 4.152 -0.238 -3.111
H 2.041 1.995 -4.588
H -1.329 -4.084 3.337
C -1.052 6.125 -1.952
N -1.238 0.450 -3.280
H -1.985 -5.665 2.941
C -1.565 2.366 1.157
H 2.345 0.430 1.536
H 0.282 0.784 8.022
H 0.854 -4.918 -0.954
C 0.417 1.053 6.982
H -0.721 4.876 -3.671
C 0.733 1.746 4.204
H -0.099 3.125 7.246
H 1.125 2.517 -3.156
C 3.700 -1.446 -2.686
C 1.316 -5.700 2.789
H -0.921 3.072 1.690
C -2.457 -1.211 3.133
C 0.959 -5.175 0.090
O -0.479 -2.420 -0.463
C -1.841 1.100 1.868
F 2.760 -1.822 -3.590
H -1.777 2.900 -5.025
C -0.940 2.438 -5.556
H -1.309 2.129 -6.538
H 4.307 3.188 -0.919
C 0.962 0.407 4.694
C -1.440 6.199 -0.628
C 3.093 1.114 1.147
H -1.478 7.154 -0.121
C 1.896 4.036 0.964
O 0.706 1.822 -0.546
H 1.473 -5.879 3.845
```

Frontier orbital gap (eV): 5.9
Net charge: -2
DFT total energy (hartree): -9190.83865
2S+1: 1

Löwdin atomic charge list, values in e, 5 entries:
1. H 0.0274
2. As 1.0280
3. C -0.1477
4. C -0.2276
5. Br 0.6638

=====

The following ΔE to the lowest compared entry with this formula, charge and spin values (in eV) correspond, in order, to the records above: 0.207, 0.000, 0.440.